(A)
10
Properties=species:S:1:pos:R:3 method="wB97M-V/def2-TZVPD" homo_ev=-3.79 total_charge=-1 smiles="COC(=S)C(=O)[O-]" lumo_ev=3.478
C -1.36316 -1.57865 0.37820
C -0.23235 -0.47045 0.40782
C 0.90105 1.21852 -0.69759
O -0.87453 -2.69938 0.18985
O -2.42956 -0.95446 0.47209
O -0.02111 0.15845 -0.69358
S 0.42318 -0.07960 1.87158
H 0.63362 2.03961 -0.01025
H 1.11089 1.36838 -1.73053
H 1.85197 0.99759 -0.18758


(B)
10
Properties=species:S:1:pos:R:3 method="wB97M-V/def2-TZVPD" homo_ev=-2.50 total_charge=-1 lumo_ev=4.034
C 0.34301 0.26337 -0.20256
C -0.74019 -0.50328 -0.20651
C -2.07232 -0.34337 -0.61030
O -2.67654 1.99918 1.59751
O -2.71092 -0.45324 -1.63595
O -3.04988 -0.36840 2.34835
S -3.23821 0.65889 1.28528
H 1.16473 -0.00045 0.28392
H 0.23471 1.18975 -0.67416
H -0.70695 -1.38523 0.43693


Least stable = (B)


(A)
10
Properties=species:S:1:pos:R:3 method="wB97M-V/def2-TZVPD" homo_ev=-2.78 total_charge=-1 lumo_ev=3.739
C -0.89323 -0.19892 0.06361
C -1.47667 1.04618 0.30134
C 0.39185 -0.50487 -0.41783
O 3.09677 -1.16183 0.15245
O 1.30474 0.40249 -0.92468
O -1.04650 2.19320 0.13857
S 2.09734 -0.11528 0.46995
H -1.48819 -1.06847 0.31753
H -2.53115 0.93296 0.68457
H 0.54504 -1.52547 -0.78551


(B)
10
Properties=species:S:1:pos:R:3 method="wB97M-V/def2-TZVPD" homo_ev=-3.22 total_charge=-1 lumo_ev=3.972
C -0.04609 -0.14707 0.27644
C 0.10244 1.16418 -0.00120
C 1.03334 -1.09215 -0.04380
O 2.78136 0.35168 1.33254
O 3.52799 -0.44991 -0.83942
O 1.14609 1.71147 -0.55857
S 2.40657 -0.09398 0.01373
H -0.94096 -0.48124 0.78055
H -0.70581 1.84841 0.28009
H 1.00999 -1.45955 -1.07637


Least stable = (B)


(A)
16
Properties=species:S:1:pos:R:3 method="wB97M-V/def2-TZVPD" homo_ev=-9.85 total_charge=0 smiles="C[C@@]1(Cl)CCNC1=O" lumo_ev=0.521
C -1.29606 0.61140 -1.37572
C 0.06774 -0.02616 -0.80144
C 0.81766 0.69297 0.25323
C 0.58908 0.15612 1.58566
C -0.33778 -1.28662 -0.11387
H -2.07351 0.75562 -0.54449
H -0.90534 1.68231 -1.72014
H -1.75473 -0.07663 -2.11696
H 0.62866 1.82625 0.26278
H 1.89962 0.57213 0.02410
H 1.59066 0.14067 2.13265
H 0.02387 0.81739 2.29009
H 0.45528 -2.10734 1.91716
N 0.18827 -1.17362 1.18221
O -0.83749 -2.30398 -0.70037
Cl 0.94405 -0.28049 -2.27489


(B)
16
Properties=species:S:1:pos:R:3 method="wB97M-V/def2-TZVPD" homo_ev=-9.87 total_charge=0 smiles="CC/C(Cl)=C/C(N)=O" lumo_ev=0.701
C 0.08873 -1.52030 1.92980
C 0.58158 -1.60361 0.45819
C 0.33715 -0.41111 -0.41804
C -0.29022 0.68348 -0.01862
C -0.70244 1.95209 -0.73752
H 0.65219 -0.71689 2.40542
H -0.96065 -1.24378 1.95322
H 0.30351 -2.44505 2.45336
H 1.62641 -1.91448 0.34814
H 0.10260 -2.40778 -0.12083
H -0.45840 0.82075 1.04451
H 0.02034 1.48907 -2.65057
H -0.63389 2.99807 -2.48687
N -0.38405 2.15635 -2.02821
O -1.17556 2.84455 -0.07753
Cl 0.89271 -0.68134 -2.05446


Least stable = (A)


(A)
16
Properties=species:S:1:pos:R:3 method="wB97M-V/def2-TZVPD" homo_ev="-1.18 / -2.55" total_charge=-1 spin_multiplicity=2 s2=0.7560 lumo_ev="3.384 / 3.366"
C -2.12163 0.72440 -0.80412
S -0.54038 0.21302 -1.49470
S 0.93895 0.94590 0.01928
C 1.18258 2.36431 1.29777
H -2.14524 1.81239 -0.71338
H -2.14191 0.30122 0.21039
H -2.98740 0.32217 -1.32076
H 0.97539 3.29322 0.76911
H 2.23550 2.27794 1.57619
H 0.55877 2.35904 2.19003
H 0.17975 -1.96963 0.97655
H -0.78815 -3.01517 1.49915
O -0.43347 -2.12277 1.67070
H 1.48446 -3.25143 -1.95755
H 1.87425 -1.83744 -1.58141
O 1.72852 -2.41718 -2.33726


(B)
16
Properties=species:S:1:pos:R:3 method="wB97M-V/def2-TZVPD" homo_ev="0.50 / -4.40" total_charge=-1 spin_multiplicity=2 s2=0.7519 lumo_ev="3.001 / 2.949"
C 1.51361 -0.61433 1.69117
C 0.98534 -0.99150 0.33665
S -0.56100 -1.94931 0.37292
S -0.91290 -2.10107 -1.65944
H 1.62164 -1.56067 2.25153
H 0.74698 -0.10553 2.28423
H 2.46778 -0.10591 1.78525
H 1.70932 -1.52195 -0.28868
H 0.71830 -0.11861 -0.26443
H -1.04442 -0.74395 -1.96338
H 0.18212 1.37957 -2.56691
H -0.76016 1.64452 -1.39001
O 0.05725 1.95468 -1.80215
H -2.36392 1.02872 0.93417
H -2.27170 2.37572 0.18868
O -2.08823 1.42961 0.09041


Least stable = (A)


(A)
24
Properties=species:S:1:pos:R:3 method="wB97M-V/def2-TZVPD" homo_ev="-13.71 / -13.71" total_charge=+1 spin_multiplicity=2 s2=0.7542 lumo_ev="-3.828 / -10.929"
O 0.71012 -3.06326 1.96089
H 1.16867 -2.25754 1.72262
H 0.63004 -3.02098 2.91380
O 1.10572 3.80421 -1.35171
H 1.34352 4.09378 -2.23253
H 0.66512 2.96508 -1.48574
O -1.08622 -2.78613 0.03316
H -0.65225 -3.02139 0.85325
H -0.90220 -1.85323 -0.07671
O -1.06491 2.01977 -2.36339
H -1.91819 2.41318 -2.18076
H -1.20590 1.49623 -3.15222
O 1.64297 -0.19587 1.34957
H 2.04128 0.67373 1.31224
H 2.20304 -0.69088 1.94749
O -1.41448 -0.65875 -3.17125
H -2.13682 -1.27362 -3.29922
H -1.41284 -0.48289 -2.23035
O -0.10942 0.61974 3.44082
H 0.70864 0.85424 3.00261
H -0.01179 -0.30914 3.65025
O -0.36543 -0.06207 -0.23997
H -0.32083 0.74162 -0.75797
H 0.38217 -0.00582 0.35514


(B)
24
Properties=species:S:1:pos:R:3 method="wB97M-V/def2-TZVPD" homo_ev="-13.74 / -13.68" total_charge=+1 spin_multiplicity=2 s2=0.7569 lumo_ev="-3.555 / -11.115"
O -17.19626 1.06317 17.38994
H -17.09415 1.53966 18.21381
H -17.13791 1.73799 16.71360
O -12.32319 1.99734 19.03838
H -11.55382 2.10456 19.59767
H -13.05668 1.92962 19.64964
O -12.83412 -0.31615 21.19720
H -12.72438 -0.17020 22.13682
H -12.66829 -1.25138 21.07862
O -16.12780 -1.82086 17.07421
H -15.72405 -1.62908 16.22779
H -16.39576 -0.96605 17.41147
O -18.13821 -1.46939 20.44794
H -17.30728 -1.00500 20.34736
H -18.76151 -0.79197 20.71029
O -15.29143 -0.54507 20.06698
H -15.34343 0.25168 19.53905
H -14.40909 -0.53011 20.43778
O -14.58887 2.25712 20.89174
H -15.34548 1.67875 20.98793
H -14.08585 2.13006 21.69614
O -14.90908 -2.72860 22.53178
H -14.02466 -3.01987 22.75359
H -14.89010 -1.78090 22.66491


Least stable = (B)